This record from the Open Molecules 2025 dataset describes a 16-piece molecular cluster, C4H40NO15 overall. The level of theory is the ωB97M-V functional and the def2-TZVPD basis.

Structure (XYZ):
```
60
Properties=species:S:1:pos:R:3:mulliken_charge:R:1
C 3.24 1.61 -0.77 -0.98
C 3.17 0.18 -1.33 0.42
C 3.68 -0.88 -0.38 -0.23
C 3.87 -2.16 -0.69 -0.92
N 1.95 1.91 -0.09 -0.05
H 4.06 1.55 -0.05 0.47
H 3.29 2.38 -1.53 0.42
H 2.15 0.01 -1.68 -0.20
H 3.89 0.16 -2.16 0.45
H 3.87 -0.55 0.64 0.23
H 3.97 -2.87 0.12 0.30
H 4.00 -2.48 -1.72 0.29
H 1.65 1.24 0.62 0.29
H 2.05 2.72 0.52 0.38
H 1.15 2.00 -0.73 0.06
H -0.39 3.86 -2.16 0.34
H -1.30 4.70 -1.31 0.32
O -0.55 4.78 -1.92 -0.63
H -0.02 -1.20 -3.12 0.25
H -0.96 -0.58 -4.32 0.28
O -0.30 -0.43 -3.64 -0.60
H -1.26 0.28 5.27 0.35
H -0.08 0.63 4.33 0.29
O -1.02 0.40 4.34 -0.66
H 1.23 -1.83 -0.85 0.19
H -0.01 -2.89 -0.82 0.11
O 0.33 -2.03 -1.14 -0.35
H 0.12 -4.81 -2.44 0.28
H 0.05 -4.94 -1.04 0.36
O -0.57 -4.74 -1.76 -0.60
H -3.78 -1.43 -1.05 0.29
H -2.37 -1.99 -1.31 0.29
O -2.87 -1.18 -1.22 -0.57
H 0.20 3.25 2.99 0.26
H 0.82 3.62 1.56 0.26
O 0.80 2.98 2.28 -0.58
H -3.55 -3.40 -0.46 0.24
H -2.91 -4.85 -0.47 0.32
O -3.15 -4.09 0.07 -0.62
H -2.81 2.36 -0.99 0.28
H -1.55 1.69 -1.49 0.22
O -2.06 2.51 -1.57 -0.64
H -0.23 -0.27 -1.39 -0.12
H -0.53 0.14 0.11 0.08
O -0.09 0.41 -0.70 0.41
H -1.80 1.15 2.26 0.14
H -1.78 2.56 1.61 0.27
O -1.43 1.67 1.54 -0.41
H 0.57 1.45 -3.25 0.27
H 0.96 2.72 -3.99 0.29
O 1.18 2.21 -3.20 -0.56
H -3.74 -1.05 3.60 0.30
H -2.32 -1.18 4.14 0.34
O -3.21 -1.54 4.24 -0.63
H -1.84 3.74 4.56 0.32
H -1.66 2.25 4.34 0.33
O -1.17 3.08 4.36 -0.62
H 0.15 -4.44 1.73 0.27
H -1.02 -4.16 0.68 0.34
O -0.06 -4.20 0.82 -0.65
```

Calculated values
Net charge = +1
HOMO-LUMO gap = 10.22 eV
HOMO level = -12.80 eV
LUMO = -2.5763 eV

=====

This record from the Open Molecules 2025 dataset describes a 15-piece molecular cluster, C4H41N2O14 overall. The level of theory is the ωB97M-V functional and the def2-TZVPD basis.

Structure (XYZ):
```
61
Properties=species:S:1:pos:R:3:mulliken_charge:R:1
N -2.06 0.49 -1.15 0.26
C -2.37 2.06 -1.39 -0.32
C -1.14 2.83 -1.05 -0.86
N 0.08 2.05 -1.16 0.32
C 0.90 1.95 0.07 -0.87
C 0.86 2.06 -2.39 -1.11
H -1.83 -0.06 -2.05 0.26
H -3.07 0.09 -0.71 0.32
H -1.36 0.44 -0.46 -0.01
H -3.29 2.39 -0.84 0.31
H -2.45 2.27 -2.52 0.29
H -1.13 3.16 0.04 0.31
H -1.17 3.78 -1.65 0.47
H 1.88 2.07 -0.33 0.71
H 0.74 0.88 0.42 -0.60
H 0.64 2.71 0.74 0.45
H 0.34 2.25 -3.28 0.42
H 1.48 1.06 -2.35 0.24
H 1.55 2.91 -2.51 0.34
H -0.95 -1.78 0.75 0.19
H -2.43 -1.69 1.00 0.35
O -1.59 -1.19 1.04 -0.54
H -0.39 3.17 4.12 0.33
H -0.16 2.56 2.73 0.25
O 0.38 2.99 3.36 -0.58
H 4.14 -0.54 1.70 0.31
H 5.72 -0.46 0.79 0.31
O 4.89 -0.99 1.06 -0.71
H 2.25 -0.32 0.26 0.37
H 2.58 -1.67 0.58 0.08
O 1.83 -1.04 0.47 -0.32
H -3.28 -2.43 -1.23 0.31
H -3.36 -3.29 0.20 0.33
O -3.65 -2.32 -0.27 -0.63
H 2.60 2.45 2.19 0.36
H 3.89 2.18 3.16 0.26
O 3.44 1.79 2.41 -0.58
H -2.45 -5.07 0.28 0.33
H -2.43 -4.93 1.74 0.26
O -2.76 -4.51 1.05 -0.61
H 3.44 -3.71 -0.48 0.28
H 4.02 -2.43 0.20 0.27
O 3.39 -3.06 0.18 -0.53
H 4.54 3.33 0.82 0.29
H 4.20 3.52 -0.62 0.27
O 3.81 3.46 0.23 -0.56
H -5.26 0.11 -1.57 0.31
H -5.40 -0.41 -0.08 0.29
O -5.06 0.26 -0.66 -0.63
H 1.42 -4.76 1.65 0.28
H 0.82 -3.49 2.49 0.32
O 0.91 -3.86 1.53 -0.58
H -0.90 -0.41 2.56 0.33
H 0.50 0.13 2.06 0.36
O -0.41 0.43 2.59 -0.59
H -3.19 -0.33 -4.42 0.32
H -1.88 -0.08 -4.75 0.32
O -2.35 -0.64 -4.04 -0.65
H -0.04 -2.78 -0.62 0.20
H 0.70 -1.60 -0.90 0.25
O -0.15 -1.96 -0.97 -0.55
```

Calculated values
Net charge = +1
HOMO-LUMO gap = 8.56 eV
HOMO level = -10.98 eV
LUMO = -2.4246 eV

=====

This record from the Open Molecules 2025 dataset describes a 16-piece molecular cluster, C4H41NO16 overall. The level of theory is the ωB97M-V functional and the def2-TZVPD basis.

Structure (XYZ):
```
62
Properties=species:S:1:pos:R:3:mulliken_charge:R:1
C -0.74 1.11 0.84 -0.38
N -0.61 0.74 -0.58 0.62
C 0.57 -0.06 -0.93 -1.20
C -0.66 1.93 -1.48 0.21
C 0.59 2.39 -2.28 -0.64
O 1.34 3.50 -1.76 -0.67
H -0.01 0.58 1.46 -0.15
H -0.57 2.14 1.15 0.18
H -1.72 0.77 1.17 0.29
H 1.47 0.52 -0.97 0.33
H 0.36 -0.45 -1.93 0.33
H 0.70 -0.95 -0.33 0.29
H -1.00 2.81 -0.93 0.17
H -1.35 1.61 -2.26 -0.43
H 0.14 2.91 -3.15 0.49
H 1.17 1.56 -2.69 0.33
H 2.20 3.26 -1.33 0.37
H 1.36 -4.78 0.13 0.37
H 1.33 -3.97 1.44 0.28
O 1.91 -4.52 0.87 -0.66
H 2.45 0.45 1.70 0.25
H 3.39 -0.99 1.68 0.26
O 2.82 -0.32 2.08 -0.55
H 2.42 1.71 3.25 0.39
H 2.27 1.41 4.85 0.24
O 1.94 1.20 3.94 -0.54
H 4.14 2.32 -0.75 0.29
H 3.45 2.34 0.59 0.34
O 3.27 2.12 -0.36 -0.65
H -2.71 -1.68 0.45 0.27
H -3.10 -3.22 0.43 0.30
O -3.36 -2.34 0.14 -0.70
H -4.11 -2.55 -2.99 0.31
H -3.50 -2.13 -1.49 0.56
O -3.49 -1.98 -2.48 -0.82
H -1.49 -1.82 3.07 0.44
H -2.42 -2.98 3.23 0.29
O -2.30 -2.21 2.66 -0.59
H -3.47 3.37 -2.07 0.22
H -2.86 1.90 -2.48 0.36
O -2.71 2.78 -2.07 -0.60
H 3.13 -2.95 0.31 0.37
H 4.55 -3.12 -0.08 0.27
O 3.98 -2.45 0.32 -0.64
H -0.75 -4.64 -1.25 0.34
H -0.74 -3.50 -0.10 0.32
O -0.67 -4.43 -0.31 -0.66
H -0.92 -2.85 -3.26 0.32
H -2.14 -3.02 -2.73 0.41
O -1.35 -3.64 -2.89 -0.71
H -4.50 0.06 -2.53 0.31
H -3.11 -0.05 -3.09 0.36
O -3.87 0.53 -3.11 -0.69
H 1.91 3.52 2.08 0.37
H 3.28 3.81 2.46 0.30
O 2.80 3.05 2.11 -0.73
H 0.50 -0.59 3.21 0.25
H -0.80 0.08 3.69 0.34
O -0.35 -0.78 3.65 -0.75
H -0.07 4.32 0.86 0.30
H 1.13 3.86 -0.02 0.47
O 0.90 4.34 0.80 -0.73
```

Calculated values
HOMO-LUMO gap = 8.44 eV
HOMO level = -8.29 eV
LUMO = 0.1515 eV

=====

This record from the Open Molecules 2025 dataset describes a 15-piece molecular cluster, C4H42N2O15 overall. The level of theory is the ωB97M-V functional and the def2-TZVPD basis.

Structure (XYZ):
```
63
Properties=species:S:1:pos:R:3:mulliken_charge:R:1
C 0.45 -1.57 1.54 -0.64
O 0.48 -2.77 0.73 -0.76
C -0.23 -0.36 0.84 0.94
C -0.97 0.45 1.96 -1.42
C -0.90 1.96 2.05 -0.75
N 0.44 2.58 2.02 0.19
N -1.31 -0.92 0.01 -0.08
H -0.12 -1.83 2.45 0.53
H 1.48 -1.39 1.84 0.19
H 1.15 -2.62 0.00 0.45
H 0.50 0.10 0.12 0.11
H -0.56 0.06 2.89 0.46
H -2.01 0.18 1.92 0.47
H -1.45 2.24 2.96 0.40
H -1.50 2.35 1.22 0.34
H 1.13 1.87 1.71 -0.15
H 0.78 2.89 2.94 0.48
H 0.65 3.38 1.42 0.40
H -1.87 -0.22 -0.53 0.27
H -1.01 -1.39 -0.91 0.26
H -1.94 -1.65 0.36 0.46
H -4.11 1.78 1.10 0.31
H -4.71 3.15 0.71 0.33
O -3.92 2.61 0.60 -0.62
H 2.57 3.19 -2.89 0.28
H 1.46 2.28 -3.52 0.36
O 1.68 2.86 -2.75 -0.66
H 3.30 -2.28 -0.96 0.31
H 2.44 -1.00 -0.77 0.24
O 2.40 -1.96 -0.84 -0.62
H -3.82 -0.98 1.12 0.22
H -4.75 -0.12 2.02 0.28
O -3.95 -0.09 1.48 -0.59
H 3.64 -3.73 1.88 0.24
H 2.18 -3.15 1.27 0.40
O 3.04 -3.00 1.74 -0.68
H 3.86 2.06 1.45 0.32
H 3.96 1.39 0.18 0.29
O 3.32 1.93 0.66 -0.62
H 2.73 0.84 2.26 0.22
H 2.44 0.43 3.67 0.36
O 2.53 1.22 3.13 -0.63
H -2.12 -1.59 -2.36 0.27
H -0.55 -1.57 -2.92 0.37
O -1.33 -1.07 -2.57 -0.68
H 0.81 -3.45 -3.46 0.30
H -0.62 -3.87 -2.90 0.26
O 0.11 -3.25 -2.83 -0.56
H 1.11 0.43 -5.15 0.32
H 0.89 0.37 -3.59 0.38
O 1.41 0.77 -4.30 -0.70
H 4.94 -0.57 1.10 0.27
H 3.73 -1.43 1.50 0.31
O 3.98 -0.55 1.13 -0.47
H -0.43 3.55 -0.54 0.31
H 0.76 2.91 -1.27 0.26
O 0.21 2.83 -0.44 -0.57
H -3.67 1.13 -2.73 0.25
H -4.06 0.98 -1.40 0.29
O -3.52 0.47 -2.03 -0.50
H -3.40 -2.99 -1.47 0.29
H -4.21 -1.77 -1.72 0.31
O -3.50 -2.08 -1.13 -0.58
```

Calculated values
Net charge = +2
HOMO-LUMO gap = 11.26 eV
HOMO level = -16.24 eV
LUMO = -4.9858 eV

=====

This record from the Open Molecules 2025 dataset describes a 16-piece molecular cluster, C4H43N2O15 overall. The level of theory is the ωB97M-V functional and the def2-TZVPD basis.

Structure (XYZ):
```
64
Properties=species:S:1:pos:R:3:mulliken_charge:R:1
C -0.26 -0.02 1.97 -0.89
N 1.14 0.26 2.33 -0.38
C -0.29 -0.61 0.55 1.98
N -1.73 -0.62 0.07 0.20
C -1.90 -1.55 -1.07 -0.81
C 0.51 0.26 -0.41 -1.18
H -0.78 0.93 2.00 0.21
H -0.76 -0.73 2.63 0.39
H 1.22 0.25 3.34 0.46
H 1.76 -0.42 1.91 -0.09
H 0.08 -1.63 0.57 -0.96
H -2.02 0.33 -0.23 0.26
H -2.38 -0.91 0.85 0.56
H -2.95 -1.65 -1.31 0.39
H -1.49 -2.53 -0.84 0.22
H -1.41 -1.15 -1.96 0.43
H 1.59 0.19 -0.24 0.36
H 0.30 1.32 -0.30 -0.73
H 0.36 -0.01 -1.46 1.00
H -0.19 -4.89 0.95 0.28
H 0.41 -3.57 1.54 0.35
O -0.15 -3.94 0.82 -0.65
H -4.13 -1.13 2.81 0.26
H -3.39 0.14 2.23 0.36
O -3.29 -0.81 2.47 -0.67
H 4.20 0.79 -0.46 0.31
H 3.33 -0.51 -0.34 0.33
O 3.46 0.32 -0.86 -0.65
H -0.37 1.66 -1.36 0.77
H -1.16 2.39 -0.26 0.46
O -1.26 1.73 -0.97 -0.96
H 1.03 1.69 2.92 0.36
H 1.47 2.95 2.08 0.40
O 0.86 2.64 2.76 -0.94
H -0.01 -2.34 -3.69 0.31
H 0.56 -0.90 -3.38 0.19
O 0.14 -1.69 -2.99 -0.73
H 1.10 0.91 -4.97 0.27
H 2.39 0.34 -4.34 0.30
O 1.44 0.44 -4.21 -0.64
H 1.59 3.02 -0.59 0.48
H 0.54 3.72 0.27 0.32
O 1.50 3.60 0.20 -0.81
H 0.85 -3.52 -0.57 0.44
H 1.06 -2.61 -1.83 0.42
O 1.54 -3.21 -1.21 -0.87
H -3.77 1.78 0.35 0.41
H -2.55 2.10 1.29 0.35
O -3.20 1.41 1.06 -0.78
H -4.68 2.01 -1.93 0.31
H -3.24 2.36 -1.53 0.37
O -4.17 2.44 -1.25 -0.67
H 2.29 -2.49 1.80 0.43
H 2.14 -3.28 3.10 0.29
O 1.62 -2.73 2.50 -0.67
H -0.50 3.05 1.92 0.37
H -1.57 4.14 1.51 0.23
O -1.23 3.27 1.27 -0.71
H 2.56 -2.52 -0.26 0.50
H 4.03 -2.54 0.26 0.32
O 3.20 -2.06 0.40 -0.86
H 2.04 1.14 -1.40 0.56
H 1.27 1.35 -2.71 0.39
O 1.30 1.67 -1.79 -0.93
```

Calculated values
Net charge = +1
HOMO-LUMO gap = 9.68 eV
HOMO level = -12.19 eV
LUMO = -2.5128 eV

=====

This record from the Open Molecules 2025 dataset describes C4H48B10Ca2O as an isolated structure. The level of theory is the ωB97M-V functional and the def2-TZVPD basis.

Structure (XYZ):
```
65
Properties=species:S:1:pos:R:3:mulliken_charge:R:1
Ca 17.15 -0.17 -6.71 -1.43
Ca 19.21 -4.24 -6.81 -0.49
B 18.56 1.65 -5.76 1.27
H 17.55 1.70 -6.14 -0.50
H 18.96 0.66 -5.90 -0.99
H 19.21 2.32 -6.29 -0.48
H 18.58 1.82 -4.69 -0.42
B 18.17 -2.15 -7.63 5.75
H 18.68 -1.39 -7.06 -1.32
H 17.59 -1.62 -8.37 -0.67
H 18.90 -2.72 -8.19 -0.32
H 17.54 -2.75 -7.00 -1.03
B 14.63 -3.67 -8.01 2.27
H 14.99 -2.70 -7.70 -1.00
H 14.53 -4.39 -7.21 -0.64
H 13.67 -3.46 -8.45 -0.28
H 15.27 -4.03 -8.80 -0.63
B 21.68 -4.15 -8.16 0.87
H 21.32 -4.67 -7.29 -0.30
H 21.83 -3.10 -7.95 -0.43
H 22.64 -4.55 -8.44 -0.34
H 20.98 -4.21 -8.98 -0.33
B 14.90 -0.02 -7.48 0.01
H 14.92 -0.70 -6.64 -0.23
H 15.31 -0.38 -8.41 -0.37
H 13.86 0.13 -7.71 -0.30
H 15.43 0.86 -7.13 -0.24
B 20.35 -2.44 -5.11 1.75
H 19.80 -1.52 -5.00 -0.76
H 21.24 -2.26 -4.53 -0.42
H 19.71 -3.23 -4.75 -0.41
H 20.58 -2.62 -6.15 -0.73
B 21.63 0.05 -6.64 1.88
H 21.52 -0.20 -5.60 -0.61
H 21.29 1.04 -6.88 -0.58
H 22.69 0.09 -6.83 -0.33
H 21.25 -0.70 -7.32 -1.00
B 16.81 -1.26 -4.39 1.51
H 17.82 -1.23 -4.00 -0.52
H 16.11 -1.53 -3.61 -0.45
H 16.62 -0.28 -4.78 -0.36
H 16.77 -1.99 -5.19 -0.80
B 16.91 -4.79 -5.57 0.98
H 16.53 -5.54 -4.90 -0.37
H 17.18 -5.25 -6.51 -0.46
H 16.19 -4.01 -5.75 -0.69
H 17.77 -4.36 -5.08 -0.42
B 18.08 -5.42 -8.82 1.52
H 17.83 -5.50 -9.86 -0.51
H 19.15 -5.35 -8.68 -0.44
H 17.47 -4.64 -8.38 -0.68
H 17.74 -6.38 -8.46 -0.47
C 17.04 0.79 -10.92 -0.63
C 18.50 0.60 -10.78 -0.52
C 18.84 0.79 -9.38 0.03
O 17.55 1.09 -8.74 -0.06
C 16.71 1.66 -9.69 -0.71
H 16.54 -0.17 -10.89 0.19
H 16.67 1.29 -11.81 0.39
H 19.05 1.32 -11.39 0.32
H 18.81 -0.39 -11.09 0.27
H 19.31 1.72 -9.08 0.28
H 19.42 0.01 -8.89 -0.30
H 16.84 2.71 -9.97 0.28
H 15.68 1.47 -9.42 0.43
```

Calculated values
Net charge = -6
HOMO-LUMO gap = 3.43 eV
HOMO level = 8.42 eV
LUMO = 11.8472 eV

=====

This record from the Open Molecules 2025 dataset describes C4H4AgLiO2 as an isolated structure. The level of theory is the ωB97M-V functional and the def2-TZVPD basis.

Structure (XYZ):
```
12
Properties=species:S:1:pos:R:3:mulliken_charge:R:1
H 0.11 0.83 1.62 0.03
C -1.61 0.48 -0.58 0.33
C -0.56 -0.21 0.16 -0.52
C 0.61 -0.46 -0.51 0.03
C 1.95 -0.55 -0.61 -0.13
O 2.85 0.24 -0.13 -0.68
O -2.82 0.36 -0.37 -0.68
Li -4.13 -0.54 0.51 0.94
Ag 3.54 1.12 1.71 0.76
H -1.28 1.08 -1.45 0.42
H -0.94 -0.94 0.90 0.23
H 2.28 -1.40 -1.25 0.26
```

Calculated values
Net charge = +1
HOMO-LUMO gap (alpha / beta) = 6.78 / 6.76 eV
<S²> = 0.78
HOMO level (alpha / beta) = -11.14 / -11.18 eV
LUMO (alpha / beta) = -4.3605 / -4.4246 eV
Multiplicity = 2

=====

This record from the Open Molecules 2025 dataset describes C4H4Br2 as an isolated structure. The level of theory is the ωB97M-V functional and the def2-TZVPD basis.

Structure (XYZ):
```
10
Properties=species:S:1:pos:R:3:mulliken_charge:R:1
C 0.49 1.10 0.02 -0.17
C -0.50 0.78 0.91 -0.81
C 0.64 -0.23 -0.58 -0.28
C -0.51 -0.60 0.33 -0.10
Br 0.23 -0.42 -2.43 -0.15
Br -0.53 -2.27 1.32 -0.14
H 1.16 1.87 -0.23 0.43
H -0.90 1.19 1.70 0.55
H 1.58 -0.60 -0.53 0.39
H -1.66 -0.82 -0.51 0.26
```

Calculated values
HOMO-LUMO gap = 10.15 eV
HOMO level = -9.58 eV
LUMO = 0.5653 eV

=====

This record from the Open Molecules 2025 dataset describes C4H4Br2N2O as an isolated structure. The level of theory is the ωB97M-V functional and the def2-TZVPD basis.

Structure (XYZ):
```
13
Properties=species:S:1:pos:R:3:mulliken_charge:R:1
C 0.94 -1.25 0.85 0.68
C -0.72 0.91 -0.71 0.05
C 2.34 -1.43 1.21 -0.10
C -2.10 1.45 -0.95 -0.95
N 0.65 0.10 1.03 -0.29
N -0.32 0.68 0.47 -0.11
O 0.25 -2.14 0.43 -0.54
Br 3.41 -0.09 1.84 -0.01
Br 3.21 -3.03 0.73 -0.01
H -0.28 0.36 -1.52 0.37
H -2.23 1.19 -2.06 0.25
H -2.33 2.39 -0.82 0.34
H -2.81 0.85 -0.49 0.32
```

Calculated values
HOMO-LUMO gap (alpha / beta) = 7.43 / 7.27 eV
HOMO level (alpha / beta) = -8.94 / -8.61 eV
LUMO (alpha / beta) = -1.5084 / -1.3367 eV

=====

This record from the Open Molecules 2025 dataset describes a 2-piece molecular cluster, C4H4Br2O3 overall. The level of theory is the ωB97M-V functional and the def2-TZVPD basis.

Structure (XYZ):
```
13
Properties=species:S:1:pos:R:3:mulliken_charge:R:1
C -2.11 2.09 -0.45 0.72
C 0.37 -0.78 -1.53 -0.66
C 0.91 -0.23 0.92 -0.15
C 0.10 -0.84 -0.23 0.25
O -2.17 2.57 -1.50 -0.37
O -2.08 1.52 0.53 -0.33
O 1.56 -1.22 1.67 -0.45
Br -1.32 -1.93 0.37 -0.12
Br 2.39 0.99 0.16 -0.22
H 1.12 -0.14 -1.82 0.29
H -0.35 -1.12 -2.30 0.28
H 0.40 0.44 1.63 0.43
H 1.16 -1.34 2.55 0.33
```

Calculated values
HOMO-LUMO gap = 10.19 eV
SMILES = C=C(Br)[C@@H](O)Br.O=C=O
HOMO level = -9.86 eV
LUMO = 0.3345 eV

=====

This record from the Open Molecules 2025 dataset describes a 2-piece molecular cluster, C4H4Br2S overall. The level of theory is the ωB97M-V functional and the def2-TZVPD basis.

Structure (XYZ):
```
11
Properties=species:S:1:pos:R:3:mulliken_charge:R:1
C -1.32 0.29 -0.77 -0.53
C -0.37 -1.75 -0.86 -0.02
C 0.42 0.03 0.97 0.03
C -0.68 0.74 0.25 0.12
S 0.85 -1.59 0.25 0.12
Br -0.40 -2.84 -2.32 0.09
Br 2.87 2.41 0.40 -0.79
H -2.07 0.44 -1.51 0.43
H 1.34 0.65 0.89 -0.17
H 0.20 -0.11 2.03 0.34
H -0.85 1.72 0.67 0.39
```

Calculated values
HOMO-LUMO gap (alpha / beta) = 4.38 / 4.37 eV
HOMO level (alpha / beta) = -7.15 / -7.15 eV
LUMO (alpha / beta) = -2.7777 / -2.7789 eV

=====

This record from the Open Molecules 2025 dataset describes a 2-piece molecular cluster, C4H4BrN overall. The level of theory is the ωB97M-V functional and the def2-TZVPD basis.

Structure (XYZ):
```
10
Properties=species:S:1:pos:R:3:mulliken_charge:R:1
C 2.45 -1.84 -1.44 -0.04
C 0.27 0.62 -0.17 -0.56
C 0.13 -0.67 0.71 -0.41
C 1.38 -0.26 0.17 0.35
N 2.58 -2.66 -2.24 -0.37
Br 2.83 0.33 1.12 0.04
H -0.29 0.55 -1.14 0.23
H 0.23 1.62 0.24 0.27
H 0.21 -0.72 1.76 0.25
H -0.48 -1.51 0.40 0.23
```

Calculated values
HOMO-LUMO gap (alpha / beta) = 8.17 / 8.16 eV
HOMO level (alpha / beta) = -10.16 / -10.15 eV
LUMO (alpha / beta) = -1.9902 / -1.9909 eV